1.
19
Properties=species:S:1:pos:R:3:forces:R:3:lowdin_charge:R:1 method="wB97M-V/def2-TZVPD" spin_multiplicity=2 homo_ev="-9.0 / -9.3" e_lumo_ev="1.0472 / -0.4551" e_above_lowest_kcal_mol=17.0 homo_lumo_gap_ev="10.0570 / 8.8920" charge=0
H -3.8915 0.1196 0.8872 -0.53 -0.46 0.07 0.01
H 3.5467 -0.0837 -0.7722 -0.07 0.18 0.07 0.07
C 0.2106 0.9562 1.0642 -1.82 -0.10 -0.86 -0.07
C -3.7805 0.0097 -0.1937 1.13 0.66 0.83 -0.06
N -0.6574 -1.0358 -0.0129 0.52 -0.40 0.10 0.13
C 1.4958 -0.1204 -0.8230 -0.90 1.16 -0.01 -0.26
H 0.7998 1.7993 0.7163 0.71 -0.10 0.82 0.07
H 2.9231 1.3741 -0.3366 -0.28 0.31 -0.18 0.06
H 1.2367 -0.9908 1.0033 -0.67 0.03 0.31 0.13
H -4.5457 -0.5911 -0.6678 -0.15 0.14 0.02 0.01
H 0.9456 0.6205 -1.4257 0.30 -0.28 -0.26 0.11
H -0.0180 0.8241 2.1166 0.81 0.42 0.32 0.07
N 2.7623 0.3871 -0.3432 0.57 -0.90 0.05 0.00
H -3.7361 1.0589 -0.5037 -0.24 -0.29 -0.58 0.01
H -0.4423 -2.0363 -0.0561 -0.09 -0.02 -0.11 0.06
C 0.5382 -0.3791 0.3998 1.18 0.02 -0.10 -0.49
H 1.6538 -1.0203 -1.4110 -0.09 -0.10 0.03 0.11
H -0.7821 1.2594 0.6866 0.10 -0.31 -0.15 0.07
H -2.7741 -0.4167 -0.2929 -0.47 0.04 -0.36 -0.04

=====

2.
20
Properties=species:S:1:pos:R:3:forces:R:3:lowdin_charge:R:1 method="wB97M-V/def2-TZVPD" spin_multiplicity=2 homo_ev="0.7 / -7.3" e_lumo_ev="3.4259 / 3.2740" e_above_lowest_kcal_mol=9.3 homo_lumo_gap_ev="2.7560 / 10.5635" charge=-1
H -3.4918 0.2125 1.1577 -0.15 -0.01 -0.08 -0.06
H -0.9137 -1.1601 -2.1539 0.08 0.27 0.00 0.01
H 0.5939 1.7965 -0.7986 -0.32 0.04 -0.04 0.00
H -3.3442 -1.1654 1.8325 -0.05 -0.11 -0.06 -0.03
H -1.0043 -0.1321 -0.9794 -0.01 0.00 -0.13 -0.04
H 2.3082 0.6356 0.6945 -0.17 -0.09 0.11 0.05
C 2.8630 -0.1424 0.1758 0.48 0.29 -0.53 -0.19
H 0.9488 0.6585 -1.6999 -0.01 0.09 -0.16 -0.01
O -2.9070 -0.3019 1.7488 0.25 0.10 0.21 -0.29
O -1.3905 -0.9401 -1.3470 -0.13 -0.32 0.10 -0.15
H 2.9997 0.2212 -0.8475 -0.09 0.01 0.05 0.05
H -1.6289 1.4341 0.5100 0.45 0.80 -0.24 -0.02
O 0.6498 1.5760 -1.7421 0.26 -0.12 0.18 -0.10
H 1.8626 -1.8356 -0.8091 -0.22 0.19 -0.27 0.04
H 3.8835 -0.1282 0.5832 -0.30 -0.32 0.16 0.06
H 2.8204 -2.3060 0.5208 0.14 -0.01 0.25 0.05
H -1.0853 0.4954 1.3819 0.65 0.01 0.37 -0.02
O -0.7445 1.2930 0.9174 -1.04 -0.73 -0.22 -0.21
H 1.2786 -1.5113 0.8094 -0.05 -0.02 0.00 0.05
C 2.1645 -1.5084 0.1787 0.22 -0.07 0.30 -0.19

=====

3.
79
Properties=species:S:1:pos:R:3:forces:R:3:lowdin_charge:R:1 method="wB97M-V/def2-TZVPD" homo_ev=-8.7 e_lumo_ev=0.6373 e_above_lowest_kcal_mol=20.6 homo_lumo_gap_ev=9.3734 smiles="C/C(=C/CC[C@H](C)[C@@H]1CC[C@@]2(C)[C@@H]3CC[C@H]4C(C)(C)C(=O)CC[C@]4(C)C3=CC[C@@]12C)C(=O)O" charge=0
C 0.2830 -1.8716 1.3968 -0.05 0.05 -0.05 -0.11
H 0.3894 -3.3497 -0.9070 0.10 -0.07 -0.02 0.08
H -1.3023 -3.3143 -0.4754 -0.09 -0.11 -0.01 0.08
H -5.9020 1.4422 -0.0660 0.04 0.14 0.05 0.07
H -4.7649 -1.2554 1.2567 -0.07 0.07 0.06 0.12
C 0.4869 0.2836 -1.7257 0.00 -0.11 0.04 -0.10
C 1.2546 0.2808 0.7152 0.09 0.04 -0.11 -0.23
H 2.4473 -2.1121 -0.2159 0.13 -0.14 0.07 0.08
H 5.2034 1.7469 0.6455 -0.03 -0.05 -0.11 0.10
C 8.2043 -0.2940 2.7523 0.00 -0.03 -0.01 -0.05
H 0.3506 -0.1029 2.6560 0.04 0.02 0.08 0.12
C 5.1193 0.6660 0.5608 -0.17 0.07 0.12 -0.18
H -3.6569 1.9044 -0.4602 -0.04 0.11 0.12 0.09
C -4.3621 -0.7829 -0.8100 0.00 0.24 0.17 -0.21
H 0.9947 -2.6919 1.2958 0.00 -0.06 0.00 0.11
H 9.1534 0.2052 2.5659 0.10 -0.05 0.04 0.08
H 8.0879 -0.3809 3.8311 0.09 -0.06 0.07 0.09
H 3.6855 -0.8595 1.0444 -0.01 -0.11 0.09 0.10
H -2.9503 2.1632 -2.0449 0.03 -0.01 -0.06 0.09
C 3.8116 0.2058 1.2270 0.00 0.15 -0.34 -0.17
C -6.0325 -0.0560 -2.5431 0.15 -0.31 -0.10 -0.38
O 7.9266 2.2154 3.5274 0.46 -0.11 0.25 0.10
O 6.0261 2.6502 2.4630 -0.05 -0.01 0.04 0.09
H -3.9776 0.3062 1.0264 -0.09 0.10 0.06 0.12
H 2.8178 1.3073 -0.3249 0.04 0.00 -0.04 0.13
H 8.2345 -1.2890 2.3167 0.00 -0.07 -0.02 0.08
H -6.6582 0.1258 0.8315 0.03 -0.05 0.12 0.08
C 7.0754 0.5040 2.1690 0.18 -0.48 -0.17 -0.20
H -2.9315 -1.1520 -3.3546 0.02 0.06 -0.01 0.12
C -1.5494 -0.6495 0.1326 0.08 -0.17 0.15 -0.17
C -3.5802 -0.3045 -3.1247 -0.03 -0.03 0.04 -0.11
H -4.6742 1.8364 -1.9105 -0.13 0.18 0.03 0.09
C -0.4888 -2.7124 -0.8709 0.00 0.16 0.14 -0.01
H -5.2598 -0.3611 -4.5055 -0.09 -0.08 0.07 0.12
H -3.2691 0.5283 -3.7546 0.08 -0.01 -0.04 0.11
H 2.1298 2.0602 2.5402 -0.05 -0.02 0.16 0.09
H -7.4674 0.8260 -0.5715 -0.03 0.02 0.03 0.09
C 0.9131 -0.5863 -0.5289 0.02 0.10 -0.03 -0.37
H 0.5095 1.0825 0.7219 -0.01 -0.02 -0.01 0.13
H 6.4726 -1.0126 0.8898 0.11 -0.11 0.06 0.12
H -0.5046 -2.2187 2.0608 -0.04 -0.11 0.02 0.11
C 2.6116 1.0141 0.7107 -0.25 0.01 0.14 -0.33
C -2.6625 -1.3913 0.8803 -0.01 0.26 0.09 -0.13
C 6.9221 1.8730 2.6986 -0.48 0.60 -0.09 -0.48
C -6.5010 0.5436 -0.1591 0.04 -0.06 -0.18 -0.03
H 1.8548 -2.0038 -1.8708 0.00 -0.05 -0.08 0.08
H 2.9382 -0.7722 -1.2521 0.16 0.07 -0.04 0.08
C 2.4930 2.2950 1.5419 0.11 -0.08 -0.27 -0.05
H 1.9046 -0.8874 2.4539 0.04 0.01 0.10 0.10
C -3.4008 0.0898 -1.6414 0.15 -0.05 -0.18 -0.38
H -5.1603 -1.7537 -3.4270 -0.01 -0.05 0.02 0.12
C -5.0291 -0.6713 -3.4856 -0.01 0.21 -0.28 -0.08
O -6.9352 0.6512 -2.9178 -0.13 0.14 -0.04 0.11
C -3.6982 1.5910 -1.5003 -0.09 -0.13 0.00 0.00
H -1.3226 0.2303 0.7447 -0.01 -0.01 0.09 0.15
H 5.0964 0.3905 -0.4967 -0.03 0.00 -0.03 0.12
C 0.9862 -0.6206 1.9368 -0.05 0.08 0.05 -0.11
H 3.9069 0.3549 2.3040 -0.02 -0.08 0.07 0.12
H -4.1773 -1.8159 -1.1305 0.01 -0.07 0.00 0.15
H 3.4605 2.7797 1.6411 0.11 0.11 0.08 0.07
H -2.7383 -2.4269 0.5478 -0.01 -0.07 0.04 0.11
H 1.8015 2.9977 1.0809 -0.10 0.08 -0.01 0.08
C -6.6690 -1.7897 -0.9595 0.06 0.11 -0.08 -0.02
C -1.9458 -0.1155 -1.2252 0.11 0.16 -0.11 -0.13
H 7.7837 3.1184 3.8498 -0.22 -0.12 -0.20 0.13
C 2.1115 -1.4254 -0.9867 -0.20 0.05 0.15 -0.03
H 0.9985 -0.0578 -2.6304 0.05 0.07 -0.01 0.12
C -0.2415 -1.4843 0.0056 0.07 -0.18 0.03 -0.38
C -0.9760 0.3138 -2.0244 0.04 -0.02 0.00 -0.04
C 6.2811 0.0046 1.2137 0.10 0.38 0.15 -0.02
H -6.3189 -2.5552 -1.6486 0.04 -0.11 -0.05 0.08
H -6.5847 -2.1775 0.0533 0.03 -0.05 0.11 0.09
C -4.0122 -0.7237 0.6720 0.10 -0.40 -0.19 -0.14
H -0.7464 -2.4100 -1.8829 -0.03 -0.07 -0.15 0.09
C -5.8554 -0.4865 -1.0921 -0.28 0.06 0.15 -0.43
H -1.2083 0.7469 -2.9872 -0.18 0.07 -0.14 0.11
H 0.8201 1.3145 -1.5647 0.11 0.03 -0.05 0.12
H -2.4339 -1.4028 1.9474 0.05 -0.09 -0.02 0.11
H -7.7189 -1.5956 -1.1675 -0.11 0.00 0.02 0.10

=====

4.
94
Properties=species:S:1:pos:R:3:forces:R:3:lowdin_charge:R:1 method="wB97M-V/def2-TZVPD" spin_multiplicity=7 homo_ev="-13.7 / -13.3" e_lumo_ev="-7.0477 / -7.1002" homo_lumo_gap_ev="6.6347 / 6.1790" charge=+2
C -1.4199 1.3916 -3.9654 -0.14 0.47 -0.47 -0.26
H 1.6312 -4.1463 -1.3171 0.08 -0.71 0.38 0.12
H 1.7250 -3.8386 4.3887 -0.07 0.56 -0.12 0.12
C -1.3912 4.2137 -3.0072 -0.16 1.21 -0.36 -0.11
H -1.2218 -0.7699 -4.2709 0.00 0.17 -0.11 0.12
C 1.2214 2.2748 1.4861 -0.44 -1.25 -0.29 -0.13
H 4.2710 0.1384 0.0966 0.00 0.05 0.01 0.09
C -0.7829 3.4739 3.0094 -0.51 0.50 0.45 -0.05
H 1.0986 0.9633 -3.7282 -0.17 -0.30 -0.48 0.11
H -1.5770 3.9420 3.6115 0.50 -0.20 -0.32 0.13
H -1.8003 1.5822 2.9540 0.42 0.27 -0.17 0.12
H -3.0559 -1.6674 5.3007 0.17 0.09 -0.57 0.13
N 0.6353 0.0459 -3.7686 0.62 0.39 0.59 -0.22
C -0.7228 3.3859 -1.9189 0.40 1.15 0.01 -0.51
C 3.6868 -0.7795 0.1151 -0.21 0.30 -0.24 -0.10
C 2.4185 -0.5478 4.8325 0.37 0.10 0.59 -0.06
H -2.5946 -1.5425 0.3569 -0.06 -0.02 1.96 0.07
Tb 0.2798 0.0583 -1.3604 1.01 1.75 3.98 0.90
C 0.3373 4.1982 2.6291 -0.16 0.61 0.30 -0.06
H 3.0322 -2.3334 5.8769 -0.20 0.17 -0.28 0.12
H 2.3342 -4.2893 1.1395 0.02 -0.02 -0.12 0.11
C 3.4702 -1.2899 -1.3362 1.09 -0.68 0.50 -0.52
C -1.0719 3.8760 -0.5181 0.02 0.49 0.36 -0.09
C -2.6527 -1.5671 1.4911 0.57 0.41 -2.36 -0.13
H -0.6853 4.4687 -3.7900 0.01 0.16 -0.17 0.09
H -4.1477 1.0255 0.2552 0.32 0.14 -0.10 0.11
C 1.7144 -2.7534 4.2155 0.19 -0.31 0.37 -0.06
C 0.0739 1.5381 1.8763 -0.18 -0.06 -0.41 -0.42
C -0.9145 2.1495 2.6375 -0.43 -0.31 0.07 -0.10
C -3.0352 1.4920 -1.5408 -0.87 0.81 0.04 -0.53
H -2.1210 4.1884 -0.4749 0.21 -0.10 0.04 0.09
C 1.5675 -2.2484 -3.3750 0.52 -0.51 -0.23 -0.27
H -1.0888 -0.5950 4.3280 -0.42 -0.27 -0.50 0.13
H 2.9888 0.1231 5.4925 -0.38 -0.32 -0.40 0.12
H 0.3952 -2.9214 2.5448 0.44 0.68 0.53 0.10
C 0.0226 -3.5205 -0.0379 0.21 0.56 0.17 -0.10
C 0.9815 -2.2185 3.1754 -0.46 -0.48 -0.74 -0.14
H -4.8027 -2.6850 3.8479 0.28 0.14 -0.08 0.12
H 1.7006 1.0851 3.6761 -0.11 -0.94 -0.04 0.12
C -3.1598 1.4331 -0.0126 -0.06 -0.17 0.13 -0.08
H 0.4279 5.2524 2.9349 0.03 -0.63 -0.21 0.13
H -2.2332 3.6943 -3.4690 0.20 0.46 -0.04 0.04
H -3.0593 2.4128 0.4600 -0.06 -0.14 -0.13 0.08
H -2.4767 1.3058 -4.2311 0.11 0.05 -0.24 0.10
H 3.9791 -3.3574 -1.8833 0.11 -0.23 -0.12 0.07
H -3.8951 2.5315 -3.2550 -0.09 0.04 0.04 0.08
H -0.4664 4.7510 -0.2327 -0.17 -0.34 -0.27 0.11
H 3.4876 -3.4494 0.1037 0.23 -0.18 0.18 0.06
H 2.4303 -2.5394 1.1908 -0.08 -0.49 -0.33 0.05
H 2.6097 -0.5090 -4.1622 0.08 -0.06 -0.14 0.12
H -4.9478 2.4143 -1.8472 0.18 0.12 -0.16 0.11
P -1.3810 1.7678 -2.1588 -1.05 -1.88 -0.96 0.88
P -0.0777 -0.2630 1.4961 -0.36 -0.15 2.47 1.05
H -3.6163 3.5670 -1.8428 -0.09 -0.11 0.00 0.07
C 1.6291 -0.9724 -4.2399 -0.73 0.22 0.76 -0.19
H 0.0335 -4.2671 0.7656 0.04 0.03 -0.29 0.10
C 2.4475 -1.9123 5.0556 0.05 -0.33 0.05 -0.05
H -0.4585 0.2160 -5.5433 -0.45 0.07 0.12 0.14
C -1.3009 -1.3495 -1.5867 -12.00 -9.58 -1.93 -0.19
H 2.2185 4.1770 1.5759 -0.59 -0.42 0.21 0.13
H -2.4085 0.7672 0.4442 -0.28 0.26 -0.22 0.02
C -2.9388 -1.6366 4.2086 -0.56 -0.22 0.36 -0.05
C -3.7748 -2.1610 2.0285 -0.51 -0.30 0.12 -0.07
H 4.2262 -1.5156 0.7154 -0.17 0.27 -0.08 0.08
H -3.3179 0.5026 -1.9300 0.14 0.21 -0.12 0.11
C 1.6789 -0.0193 3.7856 0.03 1.29 -0.54 -0.08
H -0.6988 -3.8342 -0.7878 0.09 -0.07 -0.04 0.08
C -1.8328 -1.0323 3.6382 0.90 0.54 1.00 -0.10
C -3.9254 -2.2105 3.4069 0.04 0.03 0.13 -0.05
C 1.3278 3.5922 1.8716 0.99 0.82 -0.22 -0.08
C 2.4937 -3.4064 0.5162 -0.14 -0.28 0.92 -0.10
H -1.7813 5.1437 -2.5729 0.15 -0.12 -0.25 0.11
H 3.5841 -0.4370 -2.0064 -0.20 -0.07 -0.05 0.09
P 1.8254 -1.9554 -1.5722 -0.91 1.15 -1.40 0.85
H 2.7232 -0.5648 0.6069 0.40 0.08 0.04 0.02
C 1.4566 -3.3501 -0.5902 -0.11 -2.11 0.29 -0.52
H 2.0178 1.7889 0.8942 -0.43 0.36 0.37 0.09
H 1.4053 -1.1800 -5.2793 0.22 -0.29 -0.26 0.13
H 0.3820 3.4046 -2.0488 -0.62 -0.32 0.10 0.13
C -3.9060 2.5672 -2.1655 -1.54 -0.11 0.43 -0.10
H 0.6035 -2.7630 -3.5158 0.28 0.07 0.12 0.10
H 2.3654 -2.9345 -3.6750 -0.16 -0.10 -0.41 0.10
C 4.4656 -2.4027 -1.7156 1.07 0.50 -0.33 -0.10
H 5.2032 -2.5277 -0.9142 -0.08 -0.10 -0.27 0.09
H 1.5685 1.0648 -1.3648 4.89 3.27 -0.66 -0.14
O -2.2887 -2.1236 -1.6778 7.61 5.96 0.30 0.05
H -4.5443 -2.5904 1.3754 0.41 0.19 0.25 0.12
H -1.0272 2.2927 -4.4582 -0.14 -0.36 -0.09 0.10
C -1.6354 -0.9874 2.2603 -0.69 0.25 -0.51 -0.36
H -0.3515 -2.5830 0.4241 0.22 -0.58 -0.28 0.00
H 5.0236 -2.1357 -2.6220 -0.13 -0.19 0.16 0.09
H -0.9043 3.1030 0.2287 0.00 0.15 0.08 0.03
C -0.6647 0.1548 -4.4657 0.59 -0.22 0.07 -0.23
C 0.9595 -0.8351 2.9114 0.87 -0.90 0.08 -0.37

=====

5.
14
Properties=species:S:1:pos:R:3:forces:R:3:lowdin_charge:R:1 method="wB97M-V/def2-TZVPD" homo_ev=-8.2 e_lumo_ev=0.6584 e_above_lowest_kcal_mol=107.7 homo_lumo_gap_ev=8.8580 charge=0
N -0.3374 0.3953 -0.1529 -0.85 -0.06 -0.33 -0.06
H 2.6954 0.6858 1.4352 -0.18 -0.84 -3.38 0.12
H 0.3359 1.1028 0.0492 -0.53 1.33 0.04 0.06
H -1.9048 2.0038 -0.4671 -0.01 -4.70 1.42 0.18
H -3.8779 0.0666 0.2920 0.89 -0.62 -0.13 0.01
C -1.7554 0.6835 -0.1361 -2.44 -1.54 1.01 -0.14
C 0.4341 -0.7530 -0.2606 0.86 -0.01 1.54 -0.23
C -2.8511 -0.3528 0.2812 4.39 3.85 -2.12 -0.02
C 2.5401 0.4487 0.2246 0.03 1.75 -0.55 -0.20
H 2.0862 1.4781 -0.2722 0.87 -2.25 1.28 0.08
N 1.7315 -0.7795 -0.0298 -1.92 0.29 -0.57 -0.07
H 3.5409 0.3359 -0.4212 -1.99 0.12 2.08 0.09
H -2.6362 -1.4844 0.3906 -0.23 2.35 -0.05 0.05
H -0.2044 -1.6570 -0.3822 1.13 0.33 -0.22 0.12

=====

6.
18
Properties=species:S:1:pos:R:3:forces:R:3:lowdin_charge:R:1 method="wB97M-V/def2-TZVPD" homo_ev=-4.6 e_lumo_ev=3.6423 e_above_lowest_kcal_mol=6.4 homo_lumo_gap_ev=8.1957 charge=-1
H -0.6781 0.4913 -0.6179 0.15 0.14 0.26 0.11
H -1.0743 0.5190 -3.6415 -0.02 -0.10 -0.16 0.06
O -0.9049 2.3631 2.3283 -0.25 -0.13 0.00 -0.13
H 0.4975 1.2188 -4.0835 -0.05 -0.01 -0.01 0.06
C -0.3675 -0.4111 -1.1398 -0.63 -0.04 0.09 -0.27
H 0.7883 -0.9388 -2.8843 -0.19 -0.01 0.15 0.10
H -0.9675 1.9961 3.2172 0.08 0.16 -0.03 0.01
H -0.4496 1.8579 -2.7272 0.16 0.01 0.02 0.07
C -0.1511 0.9446 -3.2495 -0.09 0.07 0.25 -0.13
H 1.1655 -1.5714 -0.4838 -0.18 -0.29 0.05 0.09
C 0.3238 -0.9257 1.1849 -0.29 -0.08 -0.22 -0.76
H -1.3160 -0.7924 -1.5573 0.19 -0.14 -0.03 0.11
O -0.5836 -0.1546 1.5915 -0.01 -0.21 -0.10 -0.09
N 0.2121 -1.3636 -0.2030 0.55 0.63 -0.09 0.02
H -0.8554 1.5144 1.8217 0.24 0.14 0.15 -0.02
O 1.2878 -1.4013 1.7978 0.13 -0.06 0.18 -0.06
C 0.5270 -0.0421 -2.2977 0.43 -0.23 -0.98 -0.28
H 1.5102 0.3487 -2.0135 -0.21 0.15 0.46 0.11

=====

7.
41
Properties=species:S:1:pos:R:3:forces:R:3:lowdin_charge:R:1 method="wB97M-V/def2-TZVPD" spin_multiplicity=3 homo_ev="-7.6 / -8.6" e_lumo_ev="0.3998 / 0.3411" homo_lumo_gap_ev="8.0012 / 8.9755" charge=0
O 2.4727 0.6604 -1.7647 -2.84 -0.51 -0.89 0.07
C -2.6510 0.9517 -0.5898 1.38 -2.00 -1.14 -0.55
C 5.5996 -0.3222 -0.5317 -0.57 1.00 0.63 0.00
H -5.2126 2.4837 -0.1294 0.09 -0.49 -0.48 0.14
C 3.8067 1.0352 -1.7506 0.07 -0.30 0.38 -0.10
H 0.5387 -0.3960 4.8744 -0.46 -0.31 -0.08 0.08
C -4.1541 2.4696 0.1329 0.03 1.53 -0.18 -0.08
C -0.2354 -0.3841 2.8108 -0.99 -1.50 2.12 -0.71
H -0.0166 -6.1169 0.0499 0.05 0.28 0.28 0.08
C -0.8409 -4.1300 -0.1104 0.03 -1.48 0.88 -0.77
C 4.2267 0.3371 -0.4338 2.25 1.76 -0.56 -0.34
O -1.2040 -1.2020 2.7803 -0.24 0.57 -0.18 -0.09
H -1.1730 -5.9327 -1.2015 -0.61 -0.10 0.14 0.08
H -4.1218 2.9729 1.0997 0.30 -0.10 0.05 0.13
O -3.6172 1.1902 0.2449 -1.23 -1.33 1.65 0.11
H 5.5141 -1.2779 -1.0455 0.07 0.02 0.08 0.10
C -0.9713 -5.6399 -0.1704 0.65 0.04 -0.88 0.01
H -2.9674 4.1852 -2.7354 -0.03 -0.04 -0.10 0.08
H -2.5566 3.8269 -0.3549 0.08 0.12 -0.27 0.15
H 3.8499 2.1229 -1.7060 0.25 -0.08 0.03 0.14
H 0.8622 1.0340 3.9795 0.09 -0.01 -0.13 0.07
C 0.0855 0.2868 4.1576 0.91 0.94 -0.99 0.00
O 1.2594 -1.1219 -0.9515 1.40 1.30 -1.23 0.07
O -2.3803 2.0255 -1.3225 0.38 0.15 -0.04 0.10
C -3.8016 3.7420 -2.1908 0.77 -0.09 0.71 -0.01
H 5.9757 -0.4146 0.4864 0.35 -0.41 -0.22 0.08
H -1.7006 -6.0106 0.5473 -0.23 0.15 -0.26 0.08
H -0.7302 0.8619 4.5922 -0.33 -0.55 -0.04 0.08
H -4.5274 4.5410 -2.0433 -0.06 -0.14 0.35 0.08
O -2.1104 -0.1417 -0.7277 -0.78 2.21 0.18 0.03
H 6.2250 0.3671 -1.0995 0.31 -0.21 0.07 0.08
H 4.1896 0.6720 -2.7069 0.84 -0.03 0.31 0.14
C -3.1979 3.1272 -0.8901 -0.90 0.57 -0.91 -0.26
O 3.2501 -0.5771 -0.1616 -0.40 -1.96 0.14 0.12
H -4.2277 2.9659 -2.8253 -0.09 -0.07 0.19 0.09
C 2.2562 -0.4272 -1.0068 -2.62 -0.76 0.91 -0.53
Pt -0.7244 -1.5658 0.5414 0.24 -1.27 -0.12 1.33
O 0.1063 -3.6564 0.5162 2.77 0.46 1.82 -0.08
H 4.0917 1.0800 0.3568 0.85 0.16 0.09 0.16
O 0.4944 -0.2817 1.8090 0.77 1.18 -0.88 -0.10
O -1.6826 -3.3406 -0.5289 -2.56 1.32 -1.40 -0.07

=====

8.
7
Properties=species:S:1:pos:R:3:forces:R:3:lowdin_charge:R:1 method="wB97M-V/def2-TZVPD" spin_multiplicity=8 homo_ev="-19.3 / -19.4" e_lumo_ev="-10.0255 / -12.9098" homo_lumo_gap_ev="9.2424 / 6.4783" charge=+2
C -0.0479 -0.0224 -1.0283 0.44 -1.38 5.00 -0.34
H 1.2441 0.9309 1.8165 -0.12 -0.02 -0.15 0.21
O -0.2907 -1.2219 -0.8590 -0.01 2.34 -1.58 0.01
O 0.3632 0.7625 0.0137 -0.21 0.25 -4.66 0.08
C 0.4156 0.3904 1.3267 -1.07 -1.52 3.29 -0.18
O -0.3642 -0.3273 1.8741 1.18 0.77 -1.45 0.27
Gd -1.3200 -0.5122 -3.1437 -0.21 -0.45 -0.45 1.95